Record 1
58
Properties=species:S:1:pos:R:3 method="wB97M-V/def2-TZVPD" e_above_lowest_kj_mol=0.0 e_homo_ev=-9.200 e_tot_ev=-47323.1972
S 0.377 -2.128 -3.688
O -2.963 1.823 -1.459
O 2.879 -3.174 2.477
O 0.571 -1.196 3.397
O -2.029 -3.271 0.752
O -4.384 -0.421 -0.894
O 1.220 2.465 -4.102
O 4.768 0.809 0.380
O -0.935 0.852 0.391
O 1.001 -3.872 0.754
O 2.005 3.356 -1.624
O -2.106 -1.289 4.040
O 0.487 2.875 1.185
O -2.808 -0.772 1.362
O 3.111 2.328 2.063
O -0.937 3.151 -2.999
O -0.515 1.315 3.612
C -0.086 -0.344 -1.580
C 0.108 -1.812 -1.896
C 0.155 0.022 -0.113
H 1.633 -3.365 1.312
H -0.688 -2.415 -1.487
H -2.143 -1.707 3.168
H -3.827 -0.372 -0.090
H -3.958 -0.074 -1.713
H -0.915 -1.948 -4.001
H -0.816 2.098 4.073
H 1.579 3.120 -2.443
H -0.506 1.597 0.820
H -2.393 -4.036 1.282
H -1.700 2.754 -2.536
H 1.023 2.412 1.864
H 0.498 0.257 -2.257
H 2.104 4.325 -1.650
H 0.263 2.468 -4.188
H -1.138 -3.529 0.433
H 1.081 2.610 0.482
H 1.552 1.685 -4.509
H 0.518 -4.391 1.373
H -1.045 4.110 -3.010
H -2.108 -0.122 1.068
H -0.243 -1.496 3.810
H 4.015 2.101 1.740
H 4.808 -0.127 0.017
H -1.027 0.062 -1.956
H 2.883 1.473 2.347
H 4.065 1.190 -0.200
H 2.465 -2.543 3.145
H -0.805 0.494 4.033
H -3.923 1.758 -1.396
H -2.455 1.307 -0.766
H -2.616 -0.495 3.815
H 0.828 -0.264 3.327
H 1.046 0.628 -0.153
H -2.337 -1.620 1.218
H 0.204 -0.843 0.553
H 1.021 -2.193 -1.474
H 3.594 -2.698 1.993

Record 2
42
Properties=species:S:1:pos:R:3 method="wB97M-V/def2-TZVPD" total_charge=+1 smiles="O=c1c2ccccc2nnn1Cc1ccc[n+](Cc2ccccc2Br)c1" e_above_lowest_kj_mol=0.0 e_homo_ev=-11.802 e_tot_ev=-99040.6827
Br 1.373 -2.732 2.579
O -1.595 1.507 -2.003
N -2.541 -1.951 -0.212
N -1.849 -2.012 -1.293
N 2.620 -0.914 -0.894
N -1.506 -0.799 -1.894
C 1.287 -0.902 2.314
C -3.689 -0.713 1.679
C 1.195 1.904 1.945
C 3.091 -1.037 0.467
C -2.610 0.557 -0.223
C 3.141 0.022 -3.040
C -0.594 -0.827 -3.003
C 1.814 -0.192 -3.498
C 1.372 -1.028 -1.301
C 2.160 -0.274 1.351
C -3.612 1.644 1.647
C 2.087 1.164 1.170
C -3.956 0.498 2.336
C -1.851 0.450 -1.396
C 0.853 -0.706 -2.593
C 0.320 -0.118 3.046
C -2.978 1.756 0.380
C 3.517 -0.347 -1.738
C 0.326 1.257 2.770
C -2.991 -0.729 0.333
H 3.108 -2.113 0.599
H -0.375 1.895 3.321
H -0.773 -1.702 -3.700
H 0.552 -1.458 -0.672
H -0.253 -0.657 3.755
H -2.756 2.761 0.115
H -4.251 0.502 3.406
H -3.697 2.615 2.158
H -0.758 0.054 -3.619
H 1.048 2.939 1.873
H -4.028 -1.599 2.125
H 1.458 -0.006 -4.590
H 2.754 1.620 0.446
H 3.905 0.536 -3.631
H 4.120 -0.685 0.855
H 4.561 -0.176 -1.371

Record 3
15
Properties=species:S:1:pos:R:3 method="wB97M-V/def2-TZVPD" total_charge=+1 e_above_lowest_kj_mol=426.0 e_homo_ev=-14.065 e_tot_ev=-11191.0328
F -0.830 -0.284 -1.587
F -0.316 -2.017 1.385
N -0.742 1.710 0.316
C 1.419 -1.051 -1.161
C -1.118 -1.062 1.883
C 0.339 0.006 -0.963
C 0.424 1.060 -0.171
H -1.524 1.748 -0.368
H 1.398 -1.084 -2.292
H 2.303 -0.660 -0.759
H 1.347 1.229 0.282
H -0.835 2.773 0.571
H -1.097 1.236 1.132
H 1.256 -2.088 -0.679
H -2.025 -1.516 2.411

Record 4
175
Properties=species:S:1:pos:R:3 method="wB97M-V/def2-TZVPD" total_charge=-1 e_above_lowest_kj_mol=44.4 e_homo_ev=-4.113 e_tot_ev=-189516.6406
Te -0.340 3.243 -1.139
Rb 0.214 0.242 0.600
Cl 0.165 -7.107 -7.942
Cl -4.501 -0.889 -0.562
Cl -2.630 0.121 1.465
P 3.556 -0.107 0.541
P -0.233 -3.097 0.263
P -0.437 -5.634 -1.794
Si -0.308 5.650 -0.627
Si -0.815 6.008 1.624
Si -1.855 6.772 -1.968
Si 1.814 6.541 -1.035
O 1.648 -1.352 2.165
O 0.601 -1.175 -6.883
O 0.452 -0.026 3.509
N -0.356 -0.416 -2.223
N -1.082 -0.441 -4.357
N 0.104 0.198 -4.262
C 2.641 -5.709 1.727
C 2.774 0.433 3.221
C 2.442 -1.299 -5.217
C -3.497 5.857 -1.966
C -2.921 -7.425 -4.508
C 4.960 2.914 -2.668
C 1.385 -3.645 -5.300
C 4.781 3.372 -1.374
C 6.769 -3.419 1.007
C 2.485 5.877 -2.661
C -1.758 -3.175 4.040
C 0.047 -4.013 -5.416
C 1.714 1.244 -8.080
C 0.148 4.805 2.696
C -2.729 -3.644 1.496
C -4.113 0.430 0.568
C -4.370 -6.562 -2.800
C -1.334 -6.654 0.744
C 3.040 -0.839 -8.231
C 0.702 -7.528 -0.170
C 5.628 -3.378 1.798
C -1.976 -6.228 -2.623
C 2.982 6.047 0.360
C 0.851 -8.350 0.941
C 4.876 -1.385 0.657
C 3.721 0.947 -6.636
C -0.894 -3.152 2.954
C 5.110 1.836 3.825
C 6.958 -2.448 0.037
C 4.399 0.698 -1.930
C 0.633 -5.782 -6.910
C 2.339 -4.386 -5.995
C 1.800 8.428 -1.133
C -0.391 7.772 2.158
C 2.950 1.018 4.473
C -1.218 6.840 -3.740
C -4.197 -7.245 -3.998
C -1.362 -3.417 1.664
C 1.974 -5.452 -6.801
C 4.928 1.287 2.566
C 0.518 0.212 -2.986
C 1.791 -2.464 -4.449
C 4.107 1.713 4.779
C 1.598 -0.435 -6.182
C 3.758 0.599 2.236
C -0.336 -5.080 -6.218
C 3.609 -5.617 0.736
C -3.269 -6.063 -2.121
C -1.822 -6.915 -3.825
C -3.592 -3.668 2.581
C 1.468 -4.971 1.637
C -2.162 8.540 -1.374
C -0.086 -8.312 1.961
C -3.107 -3.442 3.862
C 2.245 -4.015 -0.418
C 4.257 1.137 -0.607
C 2.523 0.228 -7.262
C -0.391 -6.672 -0.284
C 1.252 -4.123 0.557
C 4.684 -2.380 1.620
C -0.965 -3.946 -1.217
C 4.436 2.495 -0.351
C 3.409 -4.763 -0.339
C 1.518 -0.400 2.984
C -1.316 -0.786 -3.108
C 6.021 -1.434 -0.135
C -1.180 -7.459 1.861
C 4.769 1.566 -2.945
C -2.655 5.735 1.927
C 0.826 0.670 -5.428
H -4.930 0.515 1.270
H -5.057 -7.635 -4.530
H 1.712 -9.004 1.015
H 1.478 2.142 -7.504
H 0.096 1.116 -6.095
H -3.960 5.870 -0.975
H -0.824 -7.049 -4.232
H 0.712 -5.083 2.403
H -2.841 9.051 -2.065
H 4.279 2.887 0.644
H 3.527 6.186 -2.812
H 0.727 -2.118 -6.753
H 2.702 6.531 1.300
H 5.461 -4.137 2.552
H 1.392 8.882 -0.225
H -0.126 4.918 3.751
H 2.108 -3.327 -1.249
H -3.145 -3.780 0.506
H 7.505 -4.202 1.149
H 3.288 -1.710 -5.771
H 4.235 2.151 5.762
H 7.845 -2.464 -0.586
H -2.777 -7.958 -5.441
H -0.347 7.498 -3.825
H -2.049 -3.839 -1.171
H -4.650 -3.844 2.420
H 1.497 1.457 -5.082
H 1.456 -7.532 -0.950
H 2.433 4.784 -2.665
H 4.171 -4.659 -1.104
H 1.227 4.962 2.604
H 5.222 3.606 -3.460
H -3.333 4.812 -2.247
H 3.653 -1.597 -7.737
H 2.888 -0.624 -4.478
H -2.948 4.737 1.587
H 1.199 8.772 -1.981
H 3.776 -2.372 2.215
H 2.789 -6.370 2.573
H 2.945 4.964 0.514
H -3.425 -5.543 -1.184
H 6.029 2.360 4.058
H 6.206 -0.669 -0.877
H -3.975 1.334 -0.011
H 3.389 -4.128 -5.901
H 4.895 4.426 -1.152
H 4.214 -0.347 -2.169
H 3.665 -0.363 -8.991
H 1.427 0.705 -2.663
H -0.921 5.837 -4.064
H -1.378 -5.361 -6.306
H 3.420 1.716 -5.921
H -0.673 -3.300 -2.050
H 0.142 -2.872 3.098
H -1.370 -2.950 5.027
H -2.883 5.817 2.995
H -2.184 -5.987 0.696
H -1.236 9.120 -1.316
H 4.401 0.256 -6.131
H 4.014 6.334 0.127
H 4.291 1.446 -7.425
H -0.705 -3.438 -4.887
H -1.912 -7.412 2.659
H -3.780 -3.449 4.712
H 0.034 -8.938 2.837
H -0.064 3.776 2.391
H 5.715 1.382 1.828
H -0.734 7.950 3.183
H 1.892 6.244 -3.504
H 0.935 -2.147 -3.861
H 2.541 -2.809 -3.729
H -2.219 -1.308 -2.821
H -4.194 6.312 -2.679
H 4.524 -6.193 0.812
H -1.992 7.210 -4.421
H 2.716 -6.025 -7.341
H 2.295 1.561 -8.949
H 2.215 -1.342 -8.735
H 0.781 0.805 -8.438
H -3.264 6.470 1.391
H -5.364 -6.421 -2.393
H 4.898 1.192 -3.953
H 0.690 7.942 2.133
H -0.862 8.517 1.508
H 2.151 0.908 5.196
H -2.626 8.547 -0.383
H 2.820 8.805 -1.271

Record 5
15
Properties=species:S:1:pos:R:3 method="wB97M-V/def2-TZVPD" smiles=[NH3+][O-].C#CCC e_above_lowest_kj_mol=651.5 e_homo_ev=-8.446 e_tot_ev=-7825.5672
O -1.016 0.170 1.991
N -0.985 -1.181 1.845
C -0.221 0.600 -0.831
C 0.468 1.270 -1.925
C 1.657 -0.693 0.455
C 0.693 -0.259 -0.124
H -0.167 -1.629 2.469
H 1.294 1.919 -1.434
H -1.006 -0.081 -1.355
H 2.234 -1.176 1.122
H -1.936 -1.420 2.174
H 0.929 0.559 -2.729
H -0.253 2.032 -2.495
H -0.811 1.186 -0.055
H -0.880 -1.298 0.893